[1]
ORCA calculation (ωB97M-V/def2-TZVPD) on a 2-piece molecular cluster, C7H14N3 overall in a non-equilibrium geometry.

XYZ file:
```
24
Properties=species:S:1:pos:R:3:nbo_charge:R:1
C 0.509 -1.158 0.795 0.64
N -1.864 -1.198 1.130 -0.27
H 0.482 2.409 0.193 0.21
H -0.556 -0.182 -1.668 0.24
C -0.091 2.540 -0.686 -0.87
H -0.188 3.592 -0.713 0.24
C -2.934 -0.845 0.521 0.03
H 1.174 -1.488 -2.079 0.24
H -3.828 -1.096 1.131 0.25
H 2.881 -0.944 -1.666 0.26
C 0.592 -1.488 2.237 -0.72
H 1.662 0.319 -1.686 0.25
C 1.744 -0.785 -1.447 -0.47
H 0.348 2.339 -1.698 0.21
H 1.300 -0.746 2.731 0.28
N -0.828 -0.974 0.263 -0.24
N 1.524 -1.079 -0.057 -0.49
H -1.013 2.015 -0.537 0.21
H -3.472 -0.043 -1.607 0.28
H 1.275 -2.354 2.383 0.28
H -0.441 -1.413 2.437 0.31
H 2.412 -1.083 0.424 0.42
C -2.666 -0.299 -0.808 -0.29
C -1.316 -0.427 -0.928 -0.03
```

The highest occupied orbital energy comes out at -13.91 eV. The value obtained for the gap between HOMO and LUMO is 9.5 eV. Its net charge is +1. For the total energy, the calculation gives -11947.6467 eV. For the LUMO energy, the calculation gives -4.44 eV. As for the relative energy (zero: lowest compared OMol25 entry of this formula, charge and spin): 75.5 kcal/mol.



[2]
ORCA calculation (ωB97M-V/def2-TZVPD) on a 2-piece molecular cluster, C10H17N overall in a non-equilibrium geometry.

XYZ file:
```
28
Properties=species:S:1:pos:R:3:nbo_charge:R:1
C 4.583 -0.266 0.888 -0.27
H -4.189 0.307 -1.392 0.20
H 2.581 -1.527 -1.664 0.24
H -3.269 0.012 1.999 0.22
C -2.357 -0.003 -0.099 -0.08
H 2.284 0.609 -1.861 0.19
H -4.328 -1.199 -0.351 0.22
C -2.386 -0.470 1.461 -0.61
H -4.304 0.533 0.301 0.21
H -1.468 2.143 0.638 0.23
C 2.987 0.340 -1.108 0.01
C -1.226 -0.635 -0.749 -0.64
H -1.581 -1.659 -1.103 0.21
H -1.315 -0.104 1.746 0.20
C 3.930 -1.226 0.261 -0.17
H -2.331 -1.557 1.490 0.20
H -2.248 2.004 -0.930 0.21
N 3.664 1.383 -0.523 -0.41
C 3.026 -0.929 -0.791 -0.27
H 4.769 1.861 1.162 0.19
H 5.263 -0.546 1.640 0.21
C -2.192 1.541 0.051 -0.63
C -3.864 -0.244 -0.427 -0.60
H -3.146 2.013 0.458 0.20
H -0.254 -0.935 -0.184 0.24
H 4.051 -2.289 0.395 0.22
H -1.059 -0.259 -1.898 0.22
C 4.379 1.102 0.590 0.06
```

The highest occupied orbital energy comes out at -9.70 eV. The value obtained for the gap between HOMO and LUMO is 10.5 eV. Its net charge is 0. For the total energy, the calculation gives -12132.5001 eV. For the LUMO energy, the calculation gives 0.78 eV. As for the relative energy (zero: lowest compared OMol25 entry of this formula, charge and spin): 104.2 kcal/mol.



[3]
ORCA calculation (ωB97M-V/def2-TZVPD) on one molecule with the formula C5H9NO.

XYZ file:
```
16
Properties=species:S:1:pos:R:3:nbo_charge:R:1
C 1.135 0.204 0.565 -0.25
N 0.056 -0.145 1.474 -0.64
H -1.767 -1.199 1.402 0.26
H 1.767 -0.688 0.466 0.19
H -0.287 2.202 -0.206 0.45
H 1.491 0.502 -1.536 0.19
C 0.665 0.623 -0.830 0.07
O 0.376 2.012 -0.883 -0.71
C -0.530 -0.248 -1.309 -0.60
H -0.481 0.666 1.760 0.35
H 1.754 1.003 0.999 0.22
C -0.776 -1.225 0.930 -0.43
C -1.040 -1.389 -0.528 0.14
H -0.517 -0.398 -2.398 0.24
H -0.374 -2.198 1.268 0.25
H -1.463 0.332 -1.109 0.28
```

The highest occupied orbital energy comes out at -8.17 eV. The value obtained for the gap between HOMO and LUMO is 8.5 eV. Its net charge is 0. For the total energy, the calculation gives -8864.6189 eV. For the LUMO energy, the calculation gives 0.29 eV. As for the relative energy (zero: lowest compared OMol25 entry of this formula, charge and spin): 105.9 kcal/mol.



[4]
ORCA calculation (ωB97M-V/def2-TZVPD) on C29H56AsAuN4O5Si2Te as an isolated structure.

XYZ file:
```
99
Properties=species:S:1:pos:R:3:lowdin_charge:R:1
H -0.089 5.236 -1.127 0.09
C -1.441 -0.673 5.830 -0.18
H 0.964 -0.469 3.184 0.00
C -1.813 2.446 -3.870 -0.15
H -2.896 0.753 -3.028 0.07
H 0.604 -1.815 -2.369 0.06
H -5.410 2.177 2.775 0.04
O -2.904 2.569 1.251 -0.03
H 4.262 6.288 4.701 0.09
C 1.097 -4.071 -0.093 -0.17
C 0.592 4.497 -1.554 -0.06
C -2.333 3.997 -1.990 -0.39
H 0.736 3.186 -3.270 0.13
H 1.791 6.065 4.762 0.13
Si -0.620 -1.802 4.597 0.42
H 1.011 -4.417 0.937 0.05
O 0.767 2.014 5.186 0.05
H -3.892 2.196 -3.281 0.09
H 0.814 3.752 -0.785 0.06
C -1.275 3.051 -2.553 -0.31
C -0.963 1.936 -1.607 -0.45
H 0.246 3.910 6.719 0.12
H -7.059 -1.267 0.674 0.04
H 0.115 -3.560 6.151 0.05
C -6.878 -1.448 1.734 -0.17
H -6.564 -2.486 1.853 0.04
N -2.849 3.737 -0.712 0.24
Au -0.687 0.225 0.335 1.02
C -3.069 1.607 -3.688 -0.06
H 1.480 -0.524 4.857 0.04
C 3.188 -1.929 0.764 -0.16
C 2.140 3.461 7.649 -0.06
H 2.741 1.374 -0.237 0.11
C 0.959 2.225 2.341 -0.10
H -2.359 -1.125 6.211 0.04
C 2.420 5.181 4.632 -0.20
Te -2.297 0.026 2.364 1.57
H -4.102 0.165 0.456 0.01
H 1.712 -1.934 3.812 0.03
N 1.247 1.759 1.132 0.01
H -4.235 -0.234 4.550 0.00
N -1.588 1.814 -0.425 0.00
C 1.434 2.903 4.666 -0.42
H 2.473 4.995 3.560 0.11
C -1.765 -1.881 3.052 -0.52
H -1.008 1.851 -4.305 0.13
H -6.266 1.821 1.272 0.04
C 3.803 5.439 5.205 -0.06
C -6.136 1.509 2.308 -0.17
C 0.014 3.862 -2.810 -0.15
C -5.141 -0.724 4.181 -0.18
H 1.902 -4.608 -0.595 0.06
H -7.092 1.650 2.814 0.05
H 2.091 2.392 7.447 0.07
H -1.473 -3.937 5.502 0.04
H 2.380 -1.984 -2.380 0.06
H 4.457 4.575 5.084 0.07
H -3.514 4.410 -0.348 0.18
H -0.089 2.238 2.624 0.09
C 1.914 2.640 3.259 -0.10
H -5.932 -0.408 4.864 0.05
H 1.318 5.302 6.861 0.12
H -3.915 -1.518 1.013 0.03
H 3.089 -2.187 1.816 0.04
C -2.487 2.717 0.116 -0.52
H 3.476 -0.883 0.671 0.03
C 3.558 2.149 1.594 -0.02
H -0.029 -4.225 4.532 0.03
C 2.532 1.735 0.764 -0.15
C 1.034 -1.116 4.059 -0.16
C 3.245 2.596 2.873 0.02
H -2.006 3.284 -4.540 0.13
H -1.315 -2.409 2.214 0.00
H 1.522 5.015 -1.781 0.09
As 1.505 -2.212 -0.081 1.06
H -1.678 0.326 5.457 0.01
H 1.775 3.632 8.660 0.08
H 4.582 2.112 1.253 0.12
H -3.404 1.208 -4.644 0.09
H 0.158 -4.233 -0.620 0.06
O 0.287 -1.454 0.860 -0.67
C 1.287 4.232 6.656 -0.18
H 3.756 5.674 6.268 0.08
H -5.016 -1.800 4.309 0.04
H 4.026 2.897 3.558 0.12
H -7.833 -1.334 2.249 0.05
O -0.114 1.046 -1.823 -0.02
H 3.935 -2.567 0.293 0.06
H 1.623 -0.454 -1.863 0.02
C -4.042 -0.483 1.330 -0.51
H 3.181 3.777 7.610 0.07
Si -5.619 -0.272 2.426 0.43
H -0.771 -0.514 6.677 0.05
C 1.529 -1.538 -1.865 -0.19
O -2.720 4.949 -2.602 0.17
H -2.728 -2.345 3.284 0.02
C -0.490 -3.540 5.244 -0.17
H -0.240 4.625 -3.546 0.13
N 1.729 4.062 5.266 -0.04
```

The highest occupied orbital energy comes out at -13.59 eV. The value obtained for the gap between HOMO and LUMO is 6.0 eV. Its net charge is +2. For the total energy, the calculation gives -134748.8918 eV. For the LUMO energy, the calculation gives -7.55 eV. As for the relative energy (zero: lowest compared OMol25 entry of this formula, charge and spin): 1.1 kcal/mol.



Number 2 is which compound?
C10H17N



Copy entry 2 word for word.
ORCA calculation (ωB97M-V/def2-TZVPD) on a 2-piece molecular cluster, C10H17N overall in a non-equilibrium geometry.

XYZ file:
```
28
Properties=species:S:1:pos:R:3:nbo_charge:R:1
C 4.583 -0.266 0.888 -0.27
H -4.189 0.307 -1.392 0.20
H 2.581 -1.527 -1.664 0.24
H -3.269 0.012 1.999 0.22
C -2.357 -0.003 -0.099 -0.08
H 2.284 0.609 -1.861 0.19
H -4.328 -1.199 -0.351 0.22
C -2.386 -0.470 1.461 -0.61
H -4.304 0.533 0.301 0.21
H -1.468 2.143 0.638 0.23
C 2.987 0.340 -1.108 0.01
C -1.226 -0.635 -0.749 -0.64
H -1.581 -1.659 -1.103 0.21
H -1.315 -0.104 1.746 0.20
C 3.930 -1.226 0.261 -0.17
H -2.331 -1.557 1.490 0.20
H -2.248 2.004 -0.930 0.21
N 3.664 1.383 -0.523 -0.41
C 3.026 -0.929 -0.791 -0.27
H 4.769 1.861 1.162 0.19
H 5.263 -0.546 1.640 0.21
C -2.192 1.541 0.051 -0.63
C -3.864 -0.244 -0.427 -0.60
H -3.146 2.013 0.458 0.20
H -0.254 -0.935 -0.184 0.24
H 4.051 -2.289 0.395 0.22
H -1.059 -0.259 -1.898 0.22
C 4.379 1.102 0.590 0.06
```

The highest occupied orbital energy comes out at -9.70 eV. The value obtained for the gap between HOMO and LUMO is 10.5 eV. Its net charge is 0. For the total energy, the calculation gives -12132.5001 eV. For the LUMO energy, the calculation gives 0.78 eV. As for the relative energy (zero: lowest compared OMol25 entry of this formula, charge and spin): 104.2 kcal/mol.